No. 1
{"formula": "C21H26N3O2S", "method": "ωB97M-V/def2-TZVPD", "elements": ["O", "H", "C", "H", "H", "C", "H", "H", "O", "C", "C", "N", "C", "H", "C", "N", "C", "N", "C", "C", "C", "C", "C", "C", "S", "C", "C", "C", "C", "C", "C", "H", "H", "H", "H", "H", "H", "H", "H", "C", "H", "C", "H", "H", "H", "H", "H", "H", "H", "H", "H", "H", "H"], "positions_angstrom": [[-1.17485, 0.98208, 3.19142], [-1.70255, 0.19782, 3.38324], [-2.04708, 2.05696, 2.90378], [-1.41617, 2.94871, 2.88049], [-2.79521, 2.18084, 3.69271], [-2.74969, 1.87369, 1.55312], [-3.48562, 1.05751, 1.61076], [-3.27470, 2.79861, 1.29369], [-1.76078, 1.54552, 0.59770], [-2.05442, 1.86150, -0.74918], [-1.61927, 3.28490, -1.15664], [-0.20480, 3.56514, -1.23191], [0.58414, 2.81832, -2.18734], [1.04724, 3.51357, -2.89968], [1.72050, 2.01199, -1.51286], [1.26170, 1.50115, -0.23665], [1.00081, 0.22388, -0.02229], [0.38770, -0.20594, 1.07054], [-0.07611, -1.51345, 1.32939], [0.07788, -2.01190, 2.62030], [-0.43452, -3.24975, 2.96012], [-1.12309, -3.99923, 2.01850], [-1.28999, -3.50922, 0.73636], [-0.77024, -2.27196, 0.38871], [-1.02180, -1.66577, -1.27270], [0.72614, -1.67491, -1.64023], [1.25336, -2.58924, -2.53642], [2.62083, -2.63475, -2.74134], [3.45740, -1.78022, -2.03871], [2.92800, -0.85162, -1.16212], [1.54815, -0.77755, -0.96785], [3.57951, -0.18501, -0.61695], [4.52549, -1.83349, -2.17727], [3.03490, -3.34644, -3.43769], [0.58990, -3.26007, -3.05872], [-1.83190, -4.07533, -0.00487], [-1.53140, -4.96180, 2.28164], [-0.30076, -3.62735, 3.96139], [0.60306, -1.41480, 3.35029], [0.98895, 2.56325, 0.71765], [0.21179, 2.25204, 1.40868], [0.52196, 3.84140, -0.02761], [1.39042, 4.44918, -0.30040], [-0.09876, 4.43696, 0.64200], [1.90413, 2.77631, 1.28051], [2.02720, 1.20392, -2.17312], [2.58094, 2.66024, -1.32958], [-0.06370, 2.14514, -2.75147], [0.05153, 0.45828, 1.77343], [-2.05195, 4.00558, -0.45878], [-2.04371, 3.48432, -2.14484], [-3.12592, 1.74831, -0.94352], [-1.52334, 1.11450, -1.34622]], "mulliken_charge": [-0.5384, 0.3626, -0.7923, 0.2438, 0.4653, -0.4473, 0.2905, 0.4161, 0.1855, -0.3357, -1.0530, 0.2297, -1.0374, 0.3546, -0.6534, 0.0041, 1.0337, -0.0034, -0.3753, -0.5318, -0.7805, -0.5835, -0.4417, 0.7350, -0.3486, 0.4660, -0.4340, -0.6096, -0.7561, -0.0617, -0.7570, 0.5020, 0.4467, 0.4263, 0.4946, 0.4704, 0.4265, 0.4368, 0.5123, -0.0107, -0.1564, -1.1141, 0.2741, 0.4694, 0.6151, 0.4901, 0.3376, 0.4218, 0.3726, 0.3758, 0.3975, 0.6460, -0.0805], "largest_force_ev_per_a": 0.8, "energy_ev": -41593.6762, "total_charge": 1}

***

No. 2
{"formula": "C32H31GeMoN3O3", "method": "ωB97M-V/def2-TZVPD", "elements": ["Mo", "N", "C", "N", "C", "N", "C", "C", "C", "C", "C", "C", "H", "H", "H", "H", "H", "C", "C", "C", "O", "H", "H", "H", "H", "H", "H", "H", "O", "C", "O", "C", "C", "Ge", "C", "C", "C", "C", "C", "C", "C", "C", "C", "C", "C", "C", "C", "C", "C", "C", "C", "C", "H", "H", "H", "H", "H", "H", "H", "H", "H", "H", "H", "H", "H", "H", "H", "H", "H", "H", "H"], "positions_angstrom": [[-0.16741, -0.27218, -0.19798], [5.24551, 1.36740, -2.62044], [4.11685, 1.60150, -2.55958], [2.82853, 1.92989, -2.52161], [1.96567, 1.18542, -2.00128], [1.11160, 0.52776, -1.52216], [-4.23416, 1.01602, -2.49516], [-3.17741, 0.44911, -3.19535], [-2.00307, 0.11842, -2.53505], [-1.88058, 0.33872, -1.15937], [-2.94971, 0.90796, -0.46454], [-4.11840, 1.24665, -1.13141], [-5.14660, 1.28066, -3.01361], [-3.26380, 0.27141, -4.25973], [-1.18150, -0.31217, -3.09626], [-2.86945, 1.08296, 0.60135], [-4.94054, 1.69021, -0.58422], [0.30439, 1.07377, 3.67207], [0.49844, 1.59113, 2.26085], [-0.08400, 2.97490, 2.04640], [-0.15447, 0.69621, 1.35954], [0.82586, 1.71331, 4.38500], [0.69084, 0.05816, 3.76521], [-0.75742, 1.06087, 3.92242], [1.56536, 1.61206, 2.01778], [-1.15077, 2.97401, 2.27466], [0.05163, 3.29268, 1.01255], [0.41174, 3.69405, 2.69937], [-1.29244, -2.01017, 0.93727], [-0.87942, -2.73102, 0.00722], [-0.09678, -2.17278, -0.86892], [-1.23345, -4.17730, -0.14490], [-0.03461, -5.08220, -0.45969], [1.45667, -5.05923, 0.83248], [2.38633, -3.34615, 0.69982], [3.12657, -3.06480, -0.44976], [3.75574, -1.83996, -0.61583], [3.66436, -0.87670, 0.38048], [2.94068, -1.14512, 1.53374], [2.29959, -2.37001, 1.68903], [0.83444, -5.36409, 2.65866], [1.31122, -6.46576, 3.36978], [0.89624, -6.70991, 4.67211], [-0.00572, -5.85354, 5.28526], [-0.49124, -4.75384, 4.59221], [-0.07520, -4.51074, 3.29008], [2.72388, -6.45323, 0.33654], [4.04990, -6.35879, 0.76155], [4.97010, -7.34956, 0.45132], [4.57624, -8.45182, -0.29496], [3.26311, -8.55924, -0.72776], [2.34501, -7.56582, -0.41217], [-1.94844, -4.20937, -0.97306], [-1.75590, -4.49618, 0.75594], [0.38166, -4.80241, -1.42938], [-0.38990, -6.11040, -0.54542], [3.21305, -3.81249, -1.23146], [4.32494, -1.63307, -1.51296], [4.17286, 0.07158, 0.26163], [2.90574, -0.41824, 2.33421], [1.75208, -2.56963, 2.60381], [2.01766, -7.14272, 2.90280], [1.27864, -7.56966, 5.20770], [-0.33018, -6.04216, 6.30071], [-1.19650, -4.08175, 5.06499], [-0.46858, -3.64245, 2.77586], [4.37145, -5.49733, 1.33736], [5.99490, -7.26038, 0.78868], [5.29306, -9.22483, -0.54059], [2.95315, -9.41628, -1.31204], [1.32270, -7.66772, -0.75764]], "mulliken_charge": [0.5096, -0.5150, 0.4956, -0.6765, 0.5739, -0.5830, -0.3597, -0.6750, -0.2294, 0.8268, -0.0217, -0.6317, 0.3794, 0.3817, 0.4719, 0.4668, 0.3781, -1.3712, 0.6002, -1.3912, -0.6775, 0.4153, 0.2660, 0.3695, 0.1924, 0.3192, 0.3409, 0.4172, -0.6924, 0.9310, -0.5467, -0.7750, -0.9402, 1.7527, -0.0588, -0.1208, -1.0244, -0.7818, -0.3148, -0.2277, -0.3014, -0.4564, -0.7060, -0.4848, -0.9841, 0.4317, -0.2130, -0.1832, -0.6870, -0.4478, -0.5855, -0.4827, 0.4124, 0.3752, 0.3618, 0.4868, 0.4104, 0.4618, 0.4920, 0.5912, 0.3043, 0.3477, 0.3991, 0.3681, 0.4414, 0.3483, 0.3907, 0.3967, 0.3766, 0.4036, 0.2583], "spin_multiplicity": 3, "s2": 2.02, "largest_force_ev_per_a": 0.5, "energy_ev": -102671.8036, "total_charge": 0}

***

No. 3
{"formula": "C25H21IrN5O6S", "method": "ωB97M-V/def2-TZVPD", "elements": ["Ir", "O", "C", "C", "C", "C", "C", "C", "C", "O", "N", "N", "C", "C", "C", "C", "C", "C", "C", "O", "H", "H", "H", "H", "H", "H", "H", "H", "H", "H", "O", "C", "O", "C", "C", "C", "C", "C", "C", "S", "H", "H", "H", "H", "C", "N", "C", "C", "O", "N", "C", "N", "H", "H", "H", "H", "H", "H", "H"], "positions_angstrom": [[0.76335, 0.86713, 0.47930], [1.62615, 0.12117, -3.85274], [1.59281, -1.21655, -3.84314], [1.44128, -1.89446, -5.05350], [1.45853, -3.27385, -5.09251], [1.60632, -4.00855, -3.92448], [1.71431, -3.35348, -2.71415], [1.70603, -1.96284, -2.65514], [1.77685, -1.25520, -1.36948], [2.02104, 0.00223, -1.33421], [1.60234, -1.98282, -0.28989], [1.49895, -1.27472, 0.85010], [1.99169, -1.81767, 1.91449], [2.01444, -1.25663, 3.22070], [2.36018, -2.09894, 4.28764], [2.37553, -1.65614, 5.58767], [2.06167, -0.32075, 5.85399], [1.77053, 0.54517, 4.83393], [1.74522, 0.13469, 3.46907], [1.53014, 1.00770, 2.57084], [1.80837, 0.41756, -2.91362], [1.34089, -1.31051, -5.95575], [1.38381, -3.78424, -6.04298], [1.65034, -5.08774, -3.96925], [1.81632, -3.89856, -1.78886], [2.44882, -2.80402, 1.80147], [2.58565, -3.13775, 4.07393], [2.61679, -2.33104, 6.39678], [2.04641, 0.03050, 6.87819], [1.53255, 1.58007, 5.03164], [-1.86298, 3.66253, -0.54780], [-1.11740, 3.25792, 0.33481], [0.09994, 2.94257, 0.28678], [-1.71295, 3.16350, 1.75090], [-2.04669, 4.34465, 2.39062], [-2.53592, 4.33946, 3.68610], [-2.69403, 3.13137, 4.34733], [-2.37575, 1.94520, 3.71425], [-1.87205, 1.94215, 2.41188], [-1.53481, 0.39361, 1.67096], [-1.90837, 5.27983, 1.86160], [-2.78070, 5.27333, 4.17692], [-3.06365, 3.11991, 5.36499], [-2.50034, 0.99747, 4.21961], [-2.77359, -0.85586, -3.83886], [-2.06877, 0.10612, -3.03820], [-1.50953, 1.30892, -3.60743], [-0.47631, 1.72536, -2.53336], [0.28421, 2.64430, -2.61533], [-0.57113, 0.79333, -1.52567], [-1.42918, -0.13739, -1.87062], [-1.60705, -1.25918, -1.15721], [-3.51055, -0.33470, -4.45059], [-3.29252, -1.57461, -3.20578], [-2.08695, -1.39865, -4.49960], [-2.26489, 2.08730, -3.73369], [-1.00465, 1.12448, -4.55988], [-1.20820, -1.22568, -0.22722], [-2.46249, -1.77701, -1.25557]], "mulliken_charge": [1.4169, -0.7537, 0.1204, -0.5739, -0.4075, -0.6766, -0.4218, 0.5396, 0.7849, -0.9770, -0.6742, 0.2003, -0.5120, 0.5440, -0.7699, -0.6038, -0.4239, -0.4198, 0.6562, -0.8732, 0.3503, 0.4438, 0.3877, 0.3849, 0.4771, 0.3343, 0.3141, 0.3674, 0.3607, 0.4273, -0.6544, 0.1783, -0.7097, 0.2674, -0.5647, -0.5280, -0.6188, -0.6984, 1.0871, -0.5709, 0.4184, 0.3655, 0.3562, 0.4078, -1.0461, 0.0367, -0.4851, 0.2006, -0.6081, 0.5323, -0.0626, -0.2299, 0.3396, 0.3180, 0.3145, 0.3516, 0.3134, 0.0238, 0.2427], "relative_energy_kj_mol": 368.3, "largest_force_ev_per_a": 4.7, "energy_ev": -59677.7638, "total_charge": -1}

***

No. 4
{"formula": "C9H20N2O", "method": "ωB97M-V/def2-TZVPD", "elements": ["C", "C", "C", "C", "C", "C", "C", "C", "C", "N", "N", "O", "H", "H", "H", "H", "H", "H", "H", "H", "H", "H", "H", "H", "H", "H", "H", "H", "H", "H", "H", "H"], "positions_angstrom": [[-0.36230, -0.13246, 2.09343], [-1.57067, -1.19778, 1.62663], [-0.00010, 0.72352, 0.95936], [0.29488, 0.08650, -0.32469], [-0.98993, -0.95751, -0.65610], [1.55582, -0.78744, -0.35050], [0.40962, 1.23232, -1.24873], [-2.20592, 0.01862, -0.80554], [-0.60318, -1.71477, -1.90805], [-1.11917, -1.86373, 0.44040], [3.15334, 3.25711, 0.97496], [-0.47192, -2.93717, 0.61727], [-0.69041, 0.24907, 2.98218], [0.37881, -0.86971, 2.25281], [-1.53237, -1.94911, 2.55456], [-2.46459, -0.70949, 1.57507], [-0.53969, 1.62133, 0.94820], [2.53203, -0.30875, -0.11199], [1.78853, -1.10175, -1.44299], [1.39418, -1.52675, 0.37419], [0.25581, 1.06112, -2.31910], [1.30655, 1.68230, -1.00050], [-0.25556, 2.03725, -0.91953], [-3.02939, -0.65429, -0.56710], [-2.45263, 0.48892, -1.85979], [-2.21086, 0.88457, -0.13900], [-0.20912, -1.05297, -2.67477], [-1.47578, -2.20896, -2.29543], [0.17565, -2.44812, -1.52691], [2.55414, 3.24054, 1.76812], [3.66687, 2.37608, 0.82133], [2.71737, 3.46149, 0.16222]], "mulliken_charge": [-1.0202, -0.8192, -1.5343, 2.0896, 1.4798, -1.7100, -1.7289, -1.7761, -1.6734, 0.6267, -0.7111, -0.6101, 0.5389, 0.3142, 0.3647, 0.4260, 0.4477, 0.3030, 0.3195, 0.5252, 0.2262, 0.4977, 0.4039, 0.5326, 0.2600, 0.3254, 0.2881, 0.4533, 0.4389, 0.2302, 0.2469, 0.2449], "relative_energy_kj_mol": 518.2, "largest_force_ev_per_a": 5.3, "energy_ev": -14679.6867, "total_charge": 0}